A structure of composition C42H56BBiN5O4P2 at a distorted geometry, computed with the ωB97M-V functional and the def2-TZVPD basis.

multiplicity: 1
energy: -85192.398 eV
energy relative to the best compared isomer or geometry (same formula, charge and spin): 0.000 eV
total charge: +1
HOMO level: -9.983 eV

Structure (XYZ):
```
111
Properties=species:S:1:pos:R:3:forces:R:3
B 13.459 15.754 14.785 1.3441 -0.6276 0.7998
H 7.256 14.222 14.062 0.2968 -0.2161 0.0913
C 7.725 11.416 14.133 0.5737 0.5042 0.3399
H 12.554 14.681 10.601 -0.2012 -0.1071 0.1393
C 14.933 14.193 15.715 0.8271 0.2842 0.7517
C 9.714 17.220 10.732 0.5176 -0.0065 0.4619
H 17.590 15.022 10.547 0.1039 -0.1083 0.1780
C 8.027 18.606 9.100 0.4106 0.7986 0.1084
H 15.743 13.677 13.195 -0.5251 0.0277 0.2347
C 13.735 19.933 15.176 -0.1392 -0.0586 -0.3880
C 17.342 16.042 13.855 -0.1971 0.0815 -0.3010
C 15.257 15.103 17.986 0.0793 -0.6687 -0.6740
H 14.035 21.405 13.654 -0.4684 -0.2235 0.0321
H 15.489 18.673 15.462 0.2703 -0.1434 -0.0541
H 7.020 12.015 13.566 0.0742 -0.2078 0.0562
O 10.097 18.238 13.395 0.4861 0.3664 -0.2443
H 7.791 18.666 6.194 -0.6240 -0.4255 0.1532
N 14.349 14.604 14.525 -1.4507 0.9640 -0.4249
H 16.139 13.645 10.261 -0.5639 -0.1064 -0.0103
H 8.125 20.263 10.495 0.1613 -0.5931 0.0608
C 13.977 20.897 16.351 -0.1323 -0.3429 -0.3655
C 8.966 15.470 13.571 1.6790 -0.2911 0.0834
H 14.385 20.372 17.208 0.1657 -0.0437 0.2070
C 17.292 17.459 11.827 0.1265 0.1117 0.3526
Bi 12.284 17.184 13.180 -0.4313 -0.5831 1.5580
H 10.313 9.368 16.202 -0.4276 0.2600 -0.3504
C 8.514 17.375 8.700 0.6698 -0.6605 0.3750
C 16.155 14.034 18.218 -0.0532 0.2757 -0.7589
H 11.597 18.753 18.792 -0.0313 0.1751 -0.0632
H 8.576 16.461 13.402 0.1798 -0.1012 -0.0865
C 14.777 14.213 13.193 -0.4133 -0.3447 -0.9022
C 17.786 15.000 11.622 -0.3279 0.4188 0.1030
C 8.968 11.956 14.490 -0.0227 0.7081 -0.8053
C 8.348 9.396 15.301 -0.0812 1.2660 -0.3065
H 12.316 21.302 14.154 0.1987 -0.1167 -0.0572
C 13.143 15.357 9.985 0.1509 0.0072 0.2909
H 15.009 13.687 8.922 -0.0735 -0.2163 -0.3107
H 12.995 20.069 13.086 0.1252 0.1298 0.2281
H 10.605 20.214 18.590 -0.0673 -0.2110 -0.0116
C 9.934 18.098 16.742 0.2380 0.0874 0.1566
C 9.589 9.944 15.610 0.7339 -0.2254 0.0862
C 9.421 16.662 9.491 -0.7749 0.0146 -0.7534
C 16.454 13.089 17.217 -0.6508 0.0538 -0.5167
H 13.066 21.400 16.660 -0.0787 0.0228 -0.0679
H 6.207 17.865 6.823 0.5148 0.0991 -0.2211
C 15.087 13.830 9.994 0.4997 0.0937 0.0861
C 7.421 10.144 14.554 0.0826 -0.2093 0.0748
C 13.435 17.362 16.799 -0.0156 0.7314 0.8697
C 15.794 13.114 15.959 0.0196 1.1435 0.9636
C 14.643 15.169 16.722 0.7374 -1.0903 0.3783
H 18.303 16.569 13.976 -0.2802 -0.3110 -0.1493
N 10.362 15.180 13.520 -1.0435 0.4025 -0.0556
C 9.247 18.466 11.138 -0.0102 0.3961 -0.2569
C 8.322 14.347 13.924 -0.5530 -0.6233 0.1368
C 10.319 20.413 16.031 0.2761 0.3262 -0.2181
C 14.642 15.256 10.290 0.5686 0.4690 0.2628
H 14.847 17.242 9.355 0.0543 -0.1661 0.0516
H 17.217 12.325 17.398 -0.4714 0.2222 0.0505
C 15.303 16.247 9.297 0.0034 0.0758 0.3596
C 11.421 19.629 18.158 -0.0863 -0.4415 -0.3394
O 7.224 19.127 8.123 -0.0926 -0.5004 -0.2903
C 9.601 19.063 12.496 -0.6294 0.4042 -0.6814
C 7.246 18.169 7.023 0.3855 0.8260 0.6633
N 7.676 7.038 16.086 0.5581 1.8969 -0.4553
H 12.819 17.233 17.721 0.4523 0.1418 -0.5591
H 9.842 15.701 9.182 -0.2426 0.4039 0.0394
H 10.914 21.330 16.056 0.0661 -0.1074 -0.0483
H 12.777 16.377 10.102 -0.0884 0.0496 0.0241
H 14.007 13.577 12.698 0.6247 0.2373 0.2663
H 14.381 17.914 17.087 -0.8991 -0.6548 -0.1274
H 14.679 21.666 16.048 0.2246 0.0982 -0.0656
H 17.457 15.032 14.244 -0.0994 -0.0656 0.0974
C 11.000 19.226 16.720 -0.2892 -0.2738 -0.3006
H 9.601 17.843 15.737 0.2598 -0.0543 -0.1143
O 8.016 17.050 7.467 0.0133 -0.1044 0.1926
N 13.744 16.077 16.198 -1.0474 1.0242 -1.9213
H 17.575 14.011 12.029 0.1413 -0.1357 -0.1698
H 17.268 17.549 10.749 -0.1574 -0.0863 -0.2139
H 14.943 18.726 13.771 0.0381 0.0892 0.0905
H 15.793 20.122 14.504 -0.1700 -0.1153 -0.0830
H 16.620 16.578 14.460 -0.2246 0.0898 0.2889
H 6.454 9.736 14.303 -0.0227 -0.2104 0.0557
H 14.422 13.114 10.473 0.1461 -0.1771 0.1039
H 18.851 15.214 11.763 -0.1259 -0.0108 0.1133
H 9.401 20.637 16.581 0.0577 -0.0930 0.0371
N 9.260 13.321 14.100 -0.0765 0.6518 -0.2297
P 12.478 18.542 15.656 0.5997 0.6499 -0.0532
H 12.993 15.074 8.937 -0.0469 0.0079 0.1398
H 16.376 16.378 9.404 0.0363 -0.1896 0.1044
C 10.470 13.907 13.831 -0.1733 -0.2131 0.2296
H 10.875 11.686 15.362 0.1752 -0.1999 0.2733
H 10.384 16.660 11.400 -0.5793 0.1743 -0.3732
C 8.441 19.241 10.259 -0.2432 -0.6152 0.0711
H 9.028 18.453 17.249 0.3144 0.0605 0.1750
H 16.618 18.211 12.243 0.0937 0.0478 -0.0106
H 15.940 12.376 15.186 0.3001 -0.1339 0.0276
C 15.074 19.316 14.688 -0.5695 -0.2586 0.8079
H 18.323 17.723 12.128 -0.4156 -0.1633 -0.0362
C 16.938 16.056 12.365 0.1996 0.1526 -0.6042
C 9.927 11.215 15.159 -0.6052 0.1336 0.1169
P 15.017 15.768 12.130 0.6001 0.0876 -0.1586
H 10.029 20.199 15.001 0.0891 -0.0072 -0.0188
H 15.064 15.862 18.742 0.0107 -0.2412 -0.0905
C 13.220 20.716 13.947 -0.2484 0.2896 0.2515
C 7.988 8.113 15.764 -0.7548 -2.8614 0.6758
H 16.675 13.948 19.167 -0.1414 0.1367 -0.0995
H 15.139 15.862 8.291 -0.1141 0.0197 -0.0873
H 10.293 17.211 17.267 -0.0328 -0.1139 -0.0300
H 12.292 20.273 18.192 0.1242 -0.0405 -0.0388
O 9.317 20.254 12.651 0.7101 -1.1615 0.6770
H 11.402 13.362 13.896 -0.1040 0.0692 -0.0506
```
Forces are in eV/Å.

=====

A structure of composition C42H57BBr4N11O3Sr, computed with the ωB97M-V functional and the def2-TZVPD basis.

multiplicity: 1
energy: -348702.993 eV
energy relative to the best compared isomer or geometry (same formula, charge and spin): 0.000 eV
total charge: -1
HOMO level: -3.614 eV

Structure (XYZ):
```
119
Properties=species:S:1:pos:R:3:forces:R:3
Br 3.121 7.793 0.804 -0.0088 -0.0193 0.0006
H 2.545 -2.014 -5.112 -0.0004 0.0045 0.0076
H -5.295 5.302 4.018 0.0025 0.0025 0.0010
H -0.416 -2.819 -1.738 -0.0150 0.0177 -0.0008
H -0.441 0.587 3.375 -0.0140 0.0267 -0.0025
C 3.413 -0.901 -1.147 -0.0197 -0.0340 -0.0132
H -0.118 0.212 5.067 0.0084 0.0056 0.0013
H -3.383 -0.287 2.512 0.0042 0.0008 -0.0056
H -3.449 0.579 -3.510 0.0113 0.0039 -0.0028
C -0.309 -5.301 -0.512 -0.0184 0.0165 -0.0217
C -3.773 3.010 -2.261 0.0114 0.0011 -0.0048
H 1.047 -0.237 3.822 -0.0571 0.0109 0.0238
H -1.039 3.726 2.022 -0.0040 0.0103 0.0927
Br 1.710 5.565 2.858 -0.0165 -0.0142 0.0091
C -2.149 5.419 2.756 0.0002 0.0096 -0.0241
C 2.826 5.732 -1.158 -0.0035 0.0137 0.0343
C 1.536 -2.299 -4.805 -0.0286 -0.0030 0.0123
N -1.108 -0.735 -1.675 -0.0482 -0.1936 -0.1166
C -2.689 0.331 -2.789 -0.0087 0.0126 0.0374
B -0.145 -1.841 -1.124 -0.0796 -0.1340 -0.0540
H -0.910 3.180 -0.312 0.0073 0.0378 -0.0145
C -2.646 -5.293 0.414 0.0112 0.0117 0.0047
H 4.226 -2.014 -2.897 0.0028 0.0058 0.0063
C -1.581 3.472 -1.118 -0.0345 -0.0523 -0.0215
C -4.365 4.957 3.584 -0.0164 0.0241 0.0138
C -2.127 -1.589 -5.109 -0.0096 0.0053 0.0224
O 1.056 3.011 1.412 0.0449 0.4337 0.0945
C -0.690 -1.515 3.906 0.0411 0.0417 -0.0127
N 3.484 -1.271 3.759 0.0977 -0.0136 -0.0152
H -3.518 -4.688 0.666 -0.0008 -0.0082 -0.0016
H -1.908 -4.012 -1.119 0.0173 -0.0052 -0.0054
C 4.598 -0.148 -0.597 0.0362 0.0330 0.0095
H -1.307 -2.715 -3.490 0.0149 0.0098 -0.0057
H -1.851 -3.959 2.721 -0.0034 0.0066 -0.0024
C -2.727 2.473 -1.287 0.0588 0.0551 0.0003
H 3.463 -0.220 6.165 -0.0395 0.0151 -0.0150
Br 3.632 6.954 -2.365 -0.0124 -0.0218 0.0059
C 1.578 -3.067 -3.481 -0.0075 -0.0155 0.0034
H -2.213 -2.460 -5.763 0.0003 0.0029 -0.0005
C -0.015 -0.156 4.044 -0.0060 -0.0348 -0.0196
C -1.149 -3.315 0.732 -0.0118 0.0379 0.1330
H -3.811 0.703 3.939 -0.0181 0.0070 -0.0061
C -0.737 -2.039 2.494 -0.0447 -0.0691 0.0000
H 1.034 -2.664 4.534 -0.0064 0.0001 0.0111
C -2.777 1.744 2.367 -0.1122 0.0633 0.0216
H 0.952 -1.384 -4.702 0.0106 0.0039 -0.0081
H -4.290 -2.091 -3.482 0.0010 0.0025 0.0005
H -3.478 6.909 3.538 0.0013 -0.0011 0.0038
C 2.438 4.456 -1.603 0.0031 -0.0282 0.0020
H -3.463 -3.052 -2.260 -0.0164 0.0068 -0.0040
H 2.803 -1.777 1.803 -0.0052 0.0090 -0.0071
H 6.056 -1.610 -1.311 0.0051 0.0008 -0.0064
C 4.394 1.368 -0.644 0.0194 -0.0772 0.0265
C 1.840 3.506 -0.768 0.0399 0.0890 -0.1228
Sr 0.663 0.910 0.489 -0.0996 0.0596 0.8166
O 1.485 2.330 -1.163 0.0910 0.3928 -0.2100
C -0.011 -2.533 4.828 -0.0008 -0.0034 -0.0144
C -3.740 0.684 2.849 0.0501 0.0301 -0.0120
H 3.589 1.685 0.014 0.0340 -0.0041 -0.0156
H 5.820 -0.222 -2.386 0.0095 -0.0026 -0.0002
H -2.953 -6.062 -0.297 -0.0015 -0.0047 0.0025
C -1.954 -0.836 -2.731 -0.0502 0.0865 -0.0189
N 2.194 -0.828 -0.620 -0.0035 -0.1740 -0.1648
H -0.035 -2.187 5.864 -0.0003 -0.0036 -0.0011
H -3.209 2.354 -0.311 -0.0363 -0.0142 0.0042
C 3.400 -1.752 -2.259 0.0070 0.0465 0.0165
N -1.293 0.460 -1.057 -0.0219 -0.1523 -0.1494
H -1.978 4.462 -0.879 -0.0026 -0.0029 0.0137
C -1.534 -4.439 -0.188 0.0325 -0.0116 0.0018
H -1.213 -1.054 -5.362 -0.0078 0.0044 -0.0119
H -2.970 -0.927 -5.318 0.0004 -0.0048 -0.0074
Br 2.701 3.909 -3.402 -0.0135 0.0073 0.0055
H 2.474 -4.876 -2.667 -0.0009 0.0006 -0.0019
H -3.332 3.173 -3.247 -0.0055 -0.0068 0.0001
C 1.619 3.876 0.622 -0.0047 0.1428 0.0357
H 4.138 1.695 -1.653 -0.0086 0.0160 0.0261
C -3.437 -2.749 -3.307 0.0227 -0.0204 -0.0030
O -1.821 1.434 1.691 0.2878 -0.2309 -0.0159
H 0.070 -5.768 0.400 0.0055 0.0015 0.0004
H -1.731 -1.414 4.235 -0.0078 0.0085 0.0012
H 3.462 -4.069 -3.886 0.0020 -0.0141 0.0010
N -0.212 -1.423 1.446 -0.0072 -0.0624 -0.0716
C 3.053 -1.021 2.528 0.0211 0.0352 0.0302
C 2.616 6.081 0.161 0.0153 0.0019 -0.0401
C -1.345 -3.242 2.096 0.0301 0.0135 -0.0212
H 0.492 -4.697 -0.940 0.0031 -0.0157 0.0027
N 3.290 0.904 3.395 0.0534 -0.0124 0.0908
C 2.018 5.149 1.028 -0.0165 0.0060 0.0141
H -0.984 3.541 -2.028 0.0083 -0.0029 0.0081
H -1.348 6.117 2.552 0.0228 -0.0124 0.0107
H 4.724 -0.442 0.449 -0.0048 0.0027 0.0259
H -4.615 2.324 -2.372 -0.0004 0.0119 0.0019
H 4.034 1.226 5.604 0.0099 0.0073 -0.0321
N 4.091 0.218 5.499 0.0618 -0.0278 0.0958
N 1.375 -1.603 -1.391 -0.0498 -0.1781 -0.0874
H -0.498 -3.507 4.781 0.0030 -0.0014 0.0060
C -3.000 3.170 2.724 -0.0088 0.1074 -0.0012
N 3.606 -0.050 4.228 -0.0867 0.0481 -0.1008
N 2.941 0.296 2.290 -0.1744 -0.1213 -0.1539
C -3.343 5.859 3.313 0.0055 -0.0091 -0.0111
H 2.035 -4.987 -4.380 0.0051 0.0103 -0.0039
H -4.992 2.915 3.507 -0.0040 -0.0146 -0.0012
H -4.158 3.967 -1.905 0.0030 0.0014 0.0000
N -0.464 -2.204 0.358 -0.0094 -0.1647 -0.0960
H -3.556 -3.640 -3.930 0.0015 0.0024 0.0049
H 5.309 1.877 -0.329 0.0071 -0.0084 0.0059
C -1.973 4.077 2.456 0.0031 0.0032 -0.0586
C -2.241 1.112 -1.713 -0.0111 -0.0549 -0.0433
C 5.876 -0.534 -1.340 -0.0269 -0.0039 0.0146
H 1.095 -2.911 -5.596 -0.0026 0.0068 -0.0038
C 2.094 -2.175 -2.388 0.0777 0.0172 -0.0069
C -2.130 -2.020 -3.642 -0.0052 -0.0228 0.0284
C -4.193 3.614 3.294 0.0241 -0.0326 0.0093
H -0.566 -6.091 -1.222 0.0013 0.0012 0.0030
H 6.732 -0.030 -0.890 0.0001 0.0020 -0.0040
H 0.566 -3.381 -3.239 0.0080 -0.0180 0.0302
C 2.438 -4.326 -3.609 -0.0133 0.0190 -0.0067
H -2.307 -5.796 1.323 -0.0053 0.0003 -0.0028
H -4.740 0.864 2.447 0.0007 0.0049 0.0006
```
Forces are in eV/Å.

=====

no.,HOMO-LUMO gap (eV)
1,6.130
2,5.700